1.
ORCA calculation (wB97M-V/def2-TZVPD) on C4H11NS in the gas phase at a distorted geometry.

Results
Energy above the lowest of the compared OMol25 structures with the same formula, charge and spin ... 1.195 eV
E_LUMO ... 0.03463 hartree
E_HOMO ... -8.73 eV
HOMO-LUMO gap ... 9.7 eV
SMILES string ... CNCCCS

Atoms and positions in Å:
C -0.25 -0.82 0.97
C -1.21 -1.16 -0.21
S -2.20 0.30 -0.70
C 0.81 0.22 0.78
N 2.00 -0.11 0.01
C 2.91 1.07 -0.13
H -0.73 -0.85 1.95
H 0.23 -1.83 1.01
H -1.70 -2.10 0.10
H -0.70 -1.39 -1.14
H -2.96 0.41 0.40
H 0.43 1.14 0.35
H 1.10 0.40 1.83
H 1.76 -0.27 -0.96
H 3.97 0.80 -0.25
H 2.75 1.79 0.68
H 2.64 1.49 -1.11

Mulliken population analysis, charges in e, atoms 1 to 6: -0.778 -0.699 -0.235 -0.388 -0.454 -0.793

2.
ORCA calculation (wB97M-V/def2-TZVPD) on 2 unconnected molecules or ions with the total composition C3H9OS at a distorted geometry.

Results
Energy above the lowest of the compared OMol25 structures with the same formula, charge and spin ... 4.027 eV
E_LUMO ... 0.12680 hartree
E_HOMO ... -2.61 eV
HOMO-LUMO gap ... 6.1 eV
Total charge ... -1

Atoms and positions in Å:
C 1.43 -1.08 1.14
O 1.71 -1.21 -0.20
H 1.31 -1.98 1.83
H 2.32 -0.55 1.72
H 0.56 -0.46 1.41
C 0.31 0.90 -1.34
S -0.98 1.97 -0.39
C -1.83 0.42 0.03
H -0.09 -0.03 -1.34
H 1.30 0.51 -0.68
H 0.49 1.28 -2.31
H -2.27 0.37 1.07
H -2.76 0.54 -0.71
H -1.50 -0.69 -0.23

Mulliken population analysis, charges in e, atoms 1 to 6: -0.551 -0.840 0.236 0.169 0.063 -0.752

3.
ORCA calculation (wB97M-V/def2-TZVPD) on a molecular structure, C32H40AsO4PtS2SbSi at a distorted geometry.

Results
Energy above the lowest of the compared OMol25 structures with the same formula, charge and spin ... 2.649 eV
E_LUMO (spin up / spin down) ... 0.16234 / 0.16232 hartree
E_HOMO (spin up / spin down) ... -0.99 / -0.94 eV
HOMO-LUMO gap (spin up / spin down) ... 5.4 / 5.4 eV
Total charge ... -2

Atoms and positions in Å:
Pt 0.38 0.24 -0.48
S 0.27 0.24 2.18
C -0.44 -1.29 2.63
C -0.17 -1.84 3.90
C -0.80 -2.99 4.33
C -1.74 -3.63 3.53
C -2.00 -3.12 2.27
C -1.36 -1.97 1.81
As -1.54 -1.31 -0.01
C -3.24 -0.33 0.11
C -4.07 -0.31 1.23
C -5.19 0.51 1.25
C -5.51 1.30 0.16
C -4.68 1.30 -0.96
C -3.55 0.49 -0.98
C -2.22 -2.95 -0.84
C -1.42 -4.10 -0.84
C -1.88 -5.28 -1.40
C -3.15 -5.34 -1.97
C -3.94 -4.20 -1.99
C -3.48 -3.01 -1.42
H 0.56 -1.34 4.52
H -0.56 -3.40 5.31
H -2.24 -4.53 3.87
H -2.71 -3.62 1.63
H -3.82 -0.93 2.08
H -5.82 0.53 2.14
H -6.38 1.95 0.19
H -4.91 1.94 -1.80
H -2.88 0.51 -1.83
H -0.42 -4.04 -0.42
H -1.24 -6.15 -1.40
H -3.51 -6.26 -2.40
H -4.92 -4.23 -2.44
H -4.10 -2.13 -1.44
C 1.13 3.34 0.87
Si 0.21 2.53 -0.57
C 0.95 3.37 -2.09
C -1.50 3.34 -0.35
C -2.23 3.04 0.81
C -3.45 3.65 1.07
C -3.99 4.56 0.16
C -3.30 4.85 -1.00
C -2.06 4.25 -1.25
H 0.98 4.42 0.87
H 2.20 3.12 0.80
H 0.77 2.93 1.82
H 1.00 4.46 -1.96
H 0.38 3.15 -3.00
H 1.96 2.99 -2.25
H -1.83 2.31 1.51
H -3.99 3.41 1.98
H -4.95 5.03 0.36
H -3.71 5.56 -1.72
H -1.54 4.49 -2.17
C 5.03 2.14 -1.92
C 4.82 0.63 -1.82
Sb 3.55 -0.02 -0.17
C 4.22 -2.08 -0.26
C 5.73 -2.30 -0.34
C 5.12 0.56 1.30
C 4.77 1.92 1.94
H 5.71 2.40 -2.73
H 5.46 2.55 -0.99
H 4.09 2.67 -2.10
H 5.78 0.13 -1.69
H 4.33 0.24 -2.71
H 3.71 -2.51 -1.12
H 3.80 -2.55 0.63
H 6.13 -1.98 -1.31
H 5.97 -3.36 -0.23
H 6.27 -1.75 0.43
H 6.09 0.61 0.80
H 5.19 -0.20 2.08
H 4.73 2.72 1.19
H 5.50 2.23 2.70
H 3.78 1.88 2.41
O 1.88 -3.05 -2.70
S 1.16 -1.91 -2.13
O 1.11 -2.08 -0.61
O 1.91 -0.62 -2.36
O -0.20 -1.77 -2.67

Mulliken population analysis, charges in e, atoms 1 to 6: 1.177 -0.433 0.478 -0.706 -0.465 -0.767

4.
ORCA calculation (wB97M-V/def2-TZVPD) on C20H23N3O3 in the gas phase.

Results
Energy above the lowest of the compared OMol25 structures with the same formula, charge and spin ... 1.308 eV
E_LUMO ... 0.02090 hartree
E_HOMO ... -8.56 eV
HOMO-LUMO gap ... 9.1 eV
SMILES string ... C=C(C)c1cccc(C(C)(C)NC(=O)NNC(=O)c2ccccc2O)c1

Atoms and positions in Å:
C 3.15 2.37 1.35
C 3.09 1.07 1.61
C 3.10 0.06 0.54
C 2.38 0.29 -0.64
C 2.34 -0.64 -1.66
C 3.05 -1.82 -1.52
C 3.77 -2.06 -0.36
C 3.79 -1.14 0.67
H 4.35 -1.35 1.56
H 4.32 -2.99 -0.25
H 3.05 -2.57 -2.29
C 1.54 -0.31 -2.91
N 0.28 0.30 -2.49
C -0.58 -0.32 -1.64
O -0.37 -1.36 -1.06
N -1.80 0.33 -1.52
N -2.60 -0.13 -0.46
C -3.25 0.78 0.30
O -3.23 1.97 -0.04
C -3.99 0.28 1.47
C -4.11 -1.08 1.77
C -4.79 -1.50 2.89
C -5.38 -0.57 3.74
C -5.29 0.77 3.46
C -4.60 1.22 2.32
O -4.56 2.54 2.10
H -4.07 2.68 1.25
H -5.74 1.51 4.10
H -5.91 -0.90 4.61
H -4.88 -2.56 3.10
H -3.67 -1.82 1.12
H -2.28 -1.04 -0.14
H -1.88 1.34 -1.59
H -0.07 1.07 -3.04
C 1.24 -1.53 -3.79
H 0.76 -2.30 -3.19
H 2.14 -1.92 -4.23
H 0.56 -1.24 -4.59
C 2.31 0.74 -3.72
H 3.28 0.34 -4.01
H 2.47 1.64 -3.13
H 1.76 1.00 -4.63
H 1.82 1.21 -0.73
C 3.04 0.55 3.02
H 2.31 -0.25 3.10
H 4.01 0.15 3.32
H 2.78 1.35 3.71
H 3.22 2.75 0.35
H 3.14 3.10 2.14

Mulliken population analysis, charges in e, atoms 1 to 6: -1.198 0.482 0.548 0.080 -0.206 -0.481

What is the formula in the first record? C4H11NS